(1)
Formula: C52H50IN4O6P2W
Source: the OMol25 dataset
Level of theory: wB97M-V/def2-TZVPD

Last column: Löwdin charge in e.
Element x y z (Å)
W  0.60431  -0.00402  -1.03946  1.43
N  0.14636  1.66496  -2.61266  -0.06
C  1.23467  2.61902  -2.84190  -0.11
C  2.12230  2.63440  -1.60369  -0.65
O  2.94023  3.49743  -1.39392  0.09
O  1.90791  1.60147  -0.82865  -0.31
H  -0.08055  1.11474  -3.43039  0.08
H  -0.69337  2.15299  -2.32365  0.06
H  0.89088  3.62574  -3.06761  0.13
H  1.84579  2.28695  -3.68038  0.13
C  0.18692  2.37760  1.69800  -0.30
N  0.12348  1.58456  2.89204  -0.19
C  0.32072  0.16591  2.76434  -0.30
P  1.59172  -0.28329  1.49639  1.08
C  1.87016  -2.03303  1.93261  -0.33
C  3.14671  -2.57854  1.78193  -0.08
C  3.37259  -3.92140  2.04117  -0.07
C  2.33097  -4.73637  2.46657  -0.07
C  1.06484  -4.19916  2.63750  -0.06
C  0.83390  -2.85726  2.36880  -0.10
C  3.11404  0.54925  2.00526  -0.35
C  4.10544  0.77644  1.05334  -0.10
C  5.29771  1.38303  1.41680  -0.06
C  5.49887  1.77925  2.73070  -0.06
C  4.51282  1.56246  3.68362  -0.06
C  3.32455  0.94547  3.32522  -0.06
C  0.15497  2.19873  4.15246  -0.26
C  0.68760  3.47807  4.32086  -0.03
C  0.69371  4.07126  5.57480  -0.08
C  0.19193  3.40085  6.67977  -0.09
C  -0.32967  2.12596  6.51612  -0.08
C  -0.36056  1.52978  5.26580  -0.03
P  -0.80144  1.67032  0.28081  1.06
C  -2.37260  1.13601  1.00926  -0.35
C  -2.84827  1.72053  2.18355  -0.06
C  -4.08601  1.35286  2.68788  -0.06
C  -4.86450  0.42191  2.01313  -0.06
C  -4.40651  -0.13811  0.82896  -0.07
C  -3.15987  0.21045  0.32907  -0.12
C  -1.28331  3.23822  -0.53145  -0.35
C  -0.38877  4.30714  -0.61193  -0.10
C  -0.76500  5.48796  -1.23502  -0.05
C  -2.03197  5.61198  -1.78685  -0.06
C  -2.92671  4.55386  -1.71023  -0.06
C  -2.55940  3.37266  -1.08317  -0.07
H  1.20926  2.50940  1.31348  0.09
H  -0.21133  3.36979  1.90804  0.10
H  -0.59466  -0.36317  2.46651  0.08
H  0.63715  -0.25282  3.71946  0.10
H  3.96958  -1.95042  1.46323  0.11
H  4.36844  -4.32860  1.92297  0.11
H  2.50982  -5.78296  2.67530  0.11
H  0.24956  -4.82425  2.97924  0.11
H  -0.16634  -2.46512  2.49747  0.10
H  3.93591  0.48292  0.02650  0.08
H  6.06127  1.56168  0.67140  0.11
H  6.42463  2.26343  3.01236  0.11
H  4.66753  1.87308  4.70840  0.11
H  2.56843  0.78397  4.08366  0.10
H  1.12950  4.00263  3.48382  0.11
H  1.11430  5.06218  5.68702  0.11
H  0.20589  3.86583  7.65582  0.10
H  -0.73458  1.59227  7.36624  0.11
H  -0.81095  0.55201  5.15029  0.11
H  -2.26211  2.46130  2.71095  0.11
H  -4.44627  1.80196  3.60393  0.11
H  -5.83365  0.14323  2.40592  0.11
H  -5.02491  -0.84589  0.28999  0.11
H  -2.79750  -0.21658  -0.59959  0.08
H  0.60396  4.23799  -0.18383  0.11
H  -0.06425  6.31109  -1.28404  0.12
H  -2.32425  6.53506  -2.26954  0.11
H  -3.91893  4.65015  -2.13093  0.11
H  -3.26803  2.55622  -1.02069  0.11
O  1.82869  -1.82597  -1.09510  -0.15
C  1.48040  -3.01339  -1.01304  -0.13
C  0.16328  -3.45346  -0.71062  -0.12
C  -0.14014  -4.81067  -0.87398  0.08
C  -1.39776  -5.25454  -0.56833  -0.13
C  -2.37093  -4.38728  -0.06334  0.04
C  -2.07202  -3.06086  0.13076  0.03
C  -0.80203  -2.55559  -0.19126  -0.33
O  -0.51967  -1.30368  0.09015  -0.34
N  -1.72448  -6.66840  -0.75864  -0.35
O  -0.83407  -7.40307  -1.13843  0.09
O  -2.84562  -7.02764  -0.46187  0.09
H  2.25374  -3.77227  -1.17336  0.16
H  0.60492  -5.50477  -1.24017  0.14
H  -3.34778  -4.78503  0.17323  0.13
H  -2.80154  -2.38098  0.54569  0.11
I  1.75574  -3.37893  -5.89280  0.94
C  2.47246  -1.87183  -4.65627  -0.71
C  3.82115  -1.55095  -4.60283  -0.10
C  4.21637  -0.55006  -3.72990  -0.02
C  3.27158  0.06138  -2.93226  -0.10
N  1.96817  -0.24349  -2.98047  -0.04
C  1.58549  -1.19756  -3.84074  -0.20
H  4.54068  -2.07315  -5.21872  0.11
H  5.25323  -0.25551  -3.65094  0.12
H  3.57355  0.81355  -2.21679  0.11
H  0.52480  -1.41910  -3.85354  0.07
C  -3.51338  -2.55829  -3.55091  -0.04
C  -3.02701  -1.15287  -3.93507  -0.62
C  -4.16361  -0.14109  -3.73181  -0.05
C  -2.58203  -1.14697  -5.40319  -0.05
C  -1.88755  -0.80147  -3.06961  -0.10
C  -0.95969  -0.54511  -2.32517  -0.19
H  -4.37914  -2.83450  -4.15592  0.09
H  -3.80218  -2.59079  -2.49883  0.07
H  -2.72674  -3.29732  -3.71153  0.09
H  -4.97469  -0.33431  -4.43636  0.09
H  -3.80899  0.87916  -3.88930  0.08
H  -4.56616  -0.20992  -2.71904  0.07
H  -3.41959  -1.41114  -6.05127  0.09
H  -1.77967  -1.86838  -5.56888  0.07
H  -2.22291  -0.15919  -5.69873  0.09

Its gap between HOMO and LUMO is 6.35 eV. The value obtained for the HOMO energy is -9.57 eV. Its net charge is +1.

(2)
Formula: C52H51BF4LaN7O4P2
Source: the OMol25 dataset
Level of theory: wB97M-V/def2-TZVPD

Last column: Löwdin charge in e.
Element x y z (Å)
La  -0.80795  0.56734  0.40545  2.09
C  1.44204  -3.28562  -2.94567  -0.30
C  2.46417  -3.43808  -1.79901  -0.37
P  1.90451  -3.13687  -0.06405  1.06
C  3.55704  -3.12146  0.79636  -0.36
C  3.57423  -2.62219  2.10253  -0.14
C  4.75837  -2.50257  2.81354  -0.09
C  5.96393  -2.85241  2.21948  -0.09
C  5.96587  -3.34191  0.92154  -0.08
C  4.77300  -3.48503  0.22105  -0.09
C  1.37108  -4.82910  0.45811  -0.35
C  1.27856  -5.12304  1.82090  -0.10
C  0.93400  -6.39252  2.25728  -0.09
C  0.65492  -7.39598  1.33773  -0.09
C  0.68477  -7.10160  -0.01605  -0.09
C  1.03569  -5.82869  -0.45227  -0.10
C  0.55436  -2.03202  -2.90016  -0.32
P  -1.01543  -2.47933  -1.70839  0.92
C  -1.81851  -3.42800  -3.08573  -0.35
C  -2.32009  -2.79834  -4.22223  -0.10
C  -2.99335  -3.53050  -5.18992  -0.08
C  -3.15752  -4.90098  -5.04390  -0.10
C  -2.65819  -5.53750  -3.91573  -0.08
C  -2.00182  -4.80334  -2.93741  -0.10
C  -2.85086  -2.48870  -0.89756  -0.34
C  -3.88966  -1.68166  -1.36140  -0.13
C  -5.16560  -1.76183  -0.82035  -0.09
C  -5.43231  -2.65816  0.20629  -0.09
C  -4.41678  -3.47620  0.67751  -0.09
C  -3.14746  -3.39887  0.11687  -0.14
H  0.76973  -4.15062  -2.97745  0.07
H  2.02784  -3.30615  -3.86954  0.10
H  3.24522  -2.68600  -1.94475  0.06
H  2.93041  -4.42320  -1.87040  0.08
H  2.64349  -2.29562  2.55627  0.10
H  4.74545  -2.13253  3.83235  0.10
H  6.89540  -2.74526  2.76165  0.10
H  6.89983  -3.62656  0.45163  0.10
H  4.81096  -3.88822  -0.78240  0.09
H  1.48229  -4.35184  2.55263  0.09
H  0.88193  -6.59874  3.31977  0.10
H  0.41650  -8.39748  1.67315  0.10
H  0.43724  -7.86789  -0.74117  0.10
H  1.04108  -5.62982  -1.51683  0.08
H  0.18826  -1.80229  -3.90252  0.07
H  1.12403  -1.17319  -2.53861  0.04
H  -2.18131  -1.73046  -4.35221  0.11
H  -3.38974  -3.03379  -6.06753  0.10
H  -3.67713  -5.47111  -5.80361  0.10
H  -2.78247  -6.60769  -3.80033  0.10
H  -1.62696  -5.29883  -2.04739  0.09
H  -3.71608  -0.97434  -2.16669  0.10
H  -5.95174  -1.12028  -1.20215  0.11
H  -6.42895  -2.72833  0.62399  0.10
H  -4.61101  -4.17977  1.47979  0.10
H  -2.37570  -4.09243  0.45832  0.10
C  -1.39295  1.80363  5.06662  -0.05
C  -0.19628  2.44819  5.33270  -0.04
C  0.87356  2.25828  4.47590  0.01
C  0.72606  1.42482  3.37221  -0.19
N  -0.45819  0.86579  3.07202  0.03
C  -1.48098  1.04634  3.91270  -0.14
C  1.87523  1.07299  2.49449  -0.21
C  3.18131  1.36104  2.85594  0.01
C  4.21488  1.02066  1.99752  -0.03
C  3.91324  0.38561  0.81110  -0.04
C  2.58696  0.10258  0.54109  -0.16
N  1.58623  0.43069  1.35359  -0.01
H  -2.24594  1.90848  5.72213  0.11
H  -0.08935  3.08919  6.19825  0.12
H  1.80701  2.76692  4.66353  0.11
H  -2.41224  0.56783  3.63407  0.10
H  3.40301  1.84739  3.79386  0.11
H  5.23706  1.26246  2.25735  0.12
H  4.68571  0.11817  0.10357  0.12
H  2.30434  -0.38664  -0.38247  0.07
O  -0.79925  -1.80153  1.59112  -0.18
H  -1.44039  -1.78350  2.31090  0.05
H  -1.15546  -2.44056  0.95536  -0.02
N  -1.05553  0.49807  -1.99162  0.02
C  -1.17964  -0.64764  -1.82666  -0.49
O  -3.23589  1.14579  -0.18754  -0.24
N  -3.74223  0.59637  0.80086  -0.16
O  -2.89890  -0.04756  1.50463  -0.33
C  3.88889  0.15440  -2.97835  -0.08
C  3.14494  1.43850  -2.66746  -0.29
O  1.80248  1.11250  -2.30328  -0.13
H  4.86778  0.37961  -3.40473  0.08
H  3.31857  -0.43638  -3.69796  0.08
H  4.03554  -0.44861  -2.07915  0.04
H  3.14012  2.08184  -3.55131  0.12
H  3.63297  1.98810  -1.85651  0.11
H  1.29594  1.93221  -2.32420  0.06
F  0.54227  2.39056  -0.17184  -0.15
B  1.42055  3.61839  -0.20955  -1.20
F  0.84045  4.54568  0.63425  0.16
F  2.67101  3.21400  0.23106  0.16
F  1.42074  4.00600  -1.54266  0.15
N  -4.35674  7.30765  -0.52154  0.17
C  -5.09641  8.42052  -0.19342  -0.19
C  -5.87919  9.28986  -0.94740  -0.02
C  -6.52458  10.29796  -0.25993  -0.10
C  -6.38498  10.44333  1.12987  -0.10
C  -5.60291  9.58211  1.87150  -0.02
C  -4.95765  8.54388  1.19879  -0.22
N  -4.16485  7.52325  1.68606  0.18
C  -3.82953  6.81334  0.64545  -0.27
C  -3.04520  5.57623  0.70275  -0.12
C  -2.76003  5.00131  1.93478  0.02
C  -2.12448  3.77620  1.96868  -0.09
N  -1.76830  3.09725  0.87913  -0.02
C  -1.98915  3.68183  -0.30111  -0.14
C  -2.61246  4.90482  -0.43568  0.02
H  -4.24952  6.91383  -1.43770  0.15
H  -5.98199  9.17356  -2.01902  0.11
H  -7.15494  10.99032  -0.80276  0.10
H  -6.90870  11.25023  1.62617  0.10
H  -5.49037  9.69317  2.94228  0.11
H  -3.04769  5.51407  2.84232  0.12
H  -1.90341  3.31246  2.92019  0.09
H  -1.66961  3.14266  -1.18451  0.11
H  -2.74505  5.31487  -1.42865  0.12

Its gap between HOMO and LUMO is 6.06 eV. The value obtained for the HOMO energy is -6.72 eV. Its net charge is 0.

Number 1: E_tot -101478.204 eV. Number 2: E_tot -104363.348 eV.